Entry from OMol25: a structure of composition C45H100N5O14 at a distorted geometry (the ωB97M-V functional and the def2-TZVPD basis).

XYZ file:
```
164
Properties=species:S:1:pos:R:3:forces:R:3
C -4.69647 -14.11077 -19.34717 0.192 -0.235 -0.029
C -5.75807 -15.08689 -18.79534 0.711 1.069 0.286
C -7.06106 -15.25275 -19.55545 -0.015 0.194 0.456
C -6.91867 -16.02113 -20.83244 -1.275 -0.091 -1.504
N -8.25234 -16.19577 -21.67722 -1.030 -0.250 0.628
C -7.90094 -16.79122 -23.08290 -0.309 0.864 0.061
C -8.00762 -15.57668 -24.01762 0.838 -0.654 -0.661
C -9.17582 -14.81051 -23.50950 0.351 0.915 1.824
C -8.91264 -14.82589 -21.98044 -0.050 -0.116 -0.923
C -9.29342 -17.05614 -20.83620 1.000 0.405 -1.424
C -10.61506 -17.43475 -21.52753 -0.948 0.524 0.390
C -11.61443 -17.93997 -20.44991 0.497 -0.815 0.521
H -4.97318 -13.08906 -19.60724 -0.876 -0.084 0.013
H -4.20209 -14.50954 -20.23298 0.205 -0.147 0.149
H -3.96095 -13.93944 -18.56121 0.285 -0.368 -0.135
H -6.08437 -14.69284 -17.83287 0.105 0.015 0.225
H -5.26970 -16.03708 -18.57920 -0.012 -0.164 -0.215
H -7.44606 -14.24299 -19.69777 -0.250 -0.048 -0.241
H -7.68996 -15.75264 -18.81878 -0.492 -0.222 -0.378
H -6.54277 -17.02876 -20.65498 0.010 0.111 -0.083
H -6.31942 -15.52141 -21.59355 0.512 0.039 0.401
H -8.64399 -17.52428 -23.39692 0.038 -0.133 0.526
H -6.89515 -17.21123 -23.07232 -0.223 -0.132 0.262
H -8.11596 -15.80109 -25.07875 -0.023 -0.555 0.098
H -7.06277 -15.03501 -23.97360 -0.105 0.409 0.233
H -10.14126 -15.25357 -23.75390 0.095 0.156 -0.177
H -9.09948 -13.74779 -23.73953 -0.518 -0.138 -0.641
H -9.83113 -14.61136 -21.43412 0.205 -0.595 0.403
H -8.22057 -14.01149 -21.76624 0.249 -0.359 0.177
H -9.43936 -16.43374 -19.95337 -0.251 -0.305 0.015
H -8.72209 -17.94660 -20.57394 -0.080 -0.071 0.213
H -10.59336 -18.15531 -22.34511 0.805 -0.518 0.348
H -11.06067 -16.60983 -22.08344 0.049 0.591 0.445
H -12.44541 -18.52868 -20.83848 -0.064 0.447 -0.359
H -11.97854 -17.25990 -19.67982 -0.092 0.718 -0.584
H -11.13316 -18.65013 -19.77749 0.500 -0.353 -0.083
C -6.09715 -25.59940 -21.57751 -0.528 -0.026 0.871
C -5.24187 -25.89720 -20.31978 -1.942 -0.346 0.221
C -3.98711 -25.11140 -20.27421 0.980 -0.297 -0.588
C -4.18164 -23.65626 -19.91080 0.270 0.206 -0.453
N -3.01341 -22.80278 -20.38597 -0.390 0.476 -0.933
C -1.65832 -23.15658 -19.73531 -0.331 1.415 -0.200
C -1.00398 -21.72330 -19.58374 1.879 -2.273 0.546
C -2.05293 -20.70797 -19.53784 -1.559 1.265 -0.896
C -3.33897 -21.36917 -19.99855 0.022 -0.028 1.207
C -2.76947 -22.85541 -21.92325 -1.326 -0.421 0.099
C -3.96148 -22.41638 -22.83629 0.167 2.321 -0.146
C -3.88076 -22.73577 -24.33015 0.557 -0.712 0.279
H -5.55886 -25.79573 -22.50476 0.081 0.020 0.063
H -6.50427 -24.58840 -21.59241 0.408 0.381 -0.070
H -7.01630 -26.18525 -21.58506 0.170 -0.423 -0.012
H -5.14206 -26.97809 -20.22063 0.727 -0.010 -0.395
H -5.73487 -25.69155 -19.36964 -0.783 0.295 -0.065
H -3.59818 -25.18452 -21.28984 0.451 0.098 0.022
H -3.29018 -25.62026 -19.60829 0.212 0.303 0.093
H -4.33109 -23.45007 -18.85096 0.443 -0.249 0.284
H -5.05441 -23.19668 -20.37468 -0.097 -0.288 -0.357
H -1.18350 -23.86543 -20.41368 0.269 0.312 0.075
H -1.79473 -23.67768 -18.78771 -0.394 0.341 0.050
H -0.32546 -21.48318 -20.40232 0.001 -0.456 -0.111
H -0.38482 -21.67166 -18.68815 0.037 -0.335 -0.003
H -1.77824 -19.95675 -20.27832 -0.203 0.529 0.524
H -2.32500 -20.27385 -18.57575 0.818 0.221 -0.031
H -3.85074 -20.74221 -20.72869 0.005 -0.768 -0.373
H -3.94533 -21.44156 -19.09568 -0.359 -0.236 -0.231
H -2.43896 -23.87161 -22.13820 0.040 0.190 -0.056
H -1.96399 -22.14704 -22.11690 0.122 -0.227 0.126
H -3.87842 -21.32957 -22.84395 0.127 0.373 0.231
H -5.01254 -22.48402 -22.55556 0.173 -1.046 0.768
H -4.24584 -23.75521 -24.45484 0.284 -0.015 -0.582
H -2.86657 -22.59809 -24.70506 0.173 -0.493 0.064
H -4.44427 -22.05143 -24.96436 -0.450 -0.050 0.429
C -7.17716 -17.68790 -10.17565 0.731 0.160 0.554
C -8.04404 -18.81372 -10.68229 -1.041 -0.241 -0.317
C -8.98438 -18.55516 -11.87446 -1.019 1.382 -0.796
C -10.14535 -17.55565 -11.51641 0.061 0.199 0.276
N -11.04808 -16.99264 -12.60396 0.929 0.516 -1.767
C -12.27680 -16.22034 -12.05531 0.232 -0.208 0.430
C -13.47275 -17.08090 -12.31431 -0.329 -0.644 -0.426
C -13.11005 -17.80226 -13.64550 -1.166 1.207 0.595
C -11.68996 -18.14858 -13.38072 0.558 -1.246 0.384
C -10.31603 -16.04540 -13.60005 0.154 -0.316 -0.118
C -9.50083 -14.86381 -12.97002 -0.750 -1.160 0.240
C -8.85182 -13.95348 -13.98999 -0.982 0.452 -0.389
H -6.72953 -18.00718 -9.23449 0.274 -0.371 -0.077
H -7.62443 -16.75721 -9.82660 -0.503 0.126 -0.689
H -6.34615 -17.50720 -10.85747 -0.094 0.355 -0.052
H -8.66201 -19.16609 -9.85643 0.031 -0.310 0.051
H -7.38141 -19.61785 -11.00231 -0.087 -0.164 0.225
H -9.47151 -19.43413 -12.29665 0.198 -0.474 0.533
H -8.42867 -18.19265 -12.73925 0.263 0.454 0.036
H -9.77667 -16.66886 -11.00087 0.118 -0.191 0.146
H -10.86279 -18.07053 -10.87745 0.175 0.010 0.334
H -12.50582 -15.31545 -12.61818 1.084 0.134 -0.029
H -12.16805 -15.99808 -10.99376 0.405 0.088 -0.154
H -14.30313 -16.37677 -12.36691 -0.368 -0.524 -0.041
H -13.61325 -17.79990 -11.50720 -0.247 -0.053 -0.054
H -13.22428 -17.11811 -14.48632 0.305 0.132 -0.102
H -13.76528 -18.63285 -13.90792 0.301 -0.222 0.342
H -11.17787 -18.53403 -14.26237 0.545 0.770 -0.077
H -11.60493 -18.95318 -12.65031 -0.440 -0.240 -0.067
H -11.15661 -15.83212 -14.26039 -0.073 1.252 0.156
H -9.74450 -16.57588 -14.36165 0.658 -0.808 0.749
H -8.68817 -15.14410 -12.29983 -0.179 -0.867 0.074
H -10.21317 -14.35864 -12.31774 0.071 0.597 -0.145
H -9.62367 -13.70191 -14.71734 0.145 0.430 -0.212
H -8.00872 -14.35807 -14.54999 -0.010 -0.350 0.286
H -8.52715 -13.04809 -13.47717 0.032 0.035 -0.212
C -7.29937 -18.98283 -15.64628 0.832 1.375 -0.599
C -6.11291 -18.30310 -16.46405 -0.572 -0.227 2.247
C -5.35156 -17.18613 -15.54243 1.052 -1.270 -2.748
O -4.63413 -17.75315 -14.46770 -1.061 0.696 0.455
C -3.65906 -16.86561 -13.89279 1.093 -0.513 -0.536
N -5.08421 -19.34533 -16.92571 -1.079 0.959 1.310
H -4.20767 -18.84518 -16.96633 1.262 0.176 -0.484
H -5.06835 -20.09364 -16.24757 0.370 -0.871 0.461
H -5.27687 -19.77617 -17.81867 -0.169 0.130 -0.339
H -7.84652 -19.75112 -16.19259 0.255 -0.092 0.154
H -7.99954 -18.17940 -15.41749 -0.148 0.114 -0.396
H -6.97866 -19.30194 -14.65460 0.394 -0.547 -0.346
H -6.43947 -17.86050 -17.40510 -0.252 0.413 0.350
H -5.91385 -16.26554 -15.38608 -0.759 -0.394 0.731
H -4.61315 -16.84388 -16.26749 0.488 0.294 -0.184
H -3.18537 -17.39730 -13.06757 -0.361 0.025 0.057
H -3.92512 -15.85488 -13.58331 -1.069 -0.192 0.155
H -2.85748 -16.67939 -14.60755 0.081 -0.207 -0.393
C -9.53315 -22.64454 -16.81780 0.562 0.590 0.636
C -8.66685 -22.42461 -18.04108 -0.621 -1.011 -1.816
C -8.61712 -23.64579 -19.11894 0.443 1.388 1.095
O -9.91620 -24.03412 -19.46179 0.221 0.617 0.118
C -10.03568 -25.09396 -20.39470 -0.575 -0.953 0.504
N -9.17720 -21.16189 -18.74570 0.244 0.251 0.262
H -8.44374 -20.63317 -19.19581 0.748 -0.640 -0.977
H -9.96051 -21.24326 -19.37809 -0.539 -0.253 0.095
H -9.34253 -20.46502 -18.03357 -1.550 0.485 1.003
H -9.11969 -23.44826 -16.20853 -0.291 -0.279 -0.255
H -10.60944 -22.71796 -16.97368 0.193 -0.492 -0.433
H -9.41801 -21.77143 -16.17552 0.083 0.201 0.078
H -7.68047 -22.02519 -17.80524 0.328 -1.013 0.465
H -7.99736 -24.47977 -18.78958 -0.148 -0.091 0.787
H -8.02604 -23.26487 -19.95178 -0.208 0.277 -0.684
H -9.30389 -25.08835 -21.20252 -0.299 0.564 -0.299
H -11.09235 -25.13921 -20.65833 0.213 0.616 -0.773
H -9.95638 -26.08930 -19.95757 0.651 -0.030 0.723
O -5.96085 -24.00061 -16.42095 1.003 -1.414 -0.402
C -5.49257 -22.76170 -16.13644 3.154 0.424 -2.508
O -4.45623 -22.35166 -16.63203 2.599 0.424 -0.406
O -6.38769 -22.07666 -15.67975 -2.692 3.397 2.428
H -6.71622 -23.42680 -16.27343 -4.047 -2.292 0.165
O -2.13691 -16.47233 -19.58340 0.778 -0.690 -0.468
C -2.88076 -17.45146 -19.07687 -4.971 0.077 -0.346
O -3.86316 -17.88540 -19.74556 0.071 -1.041 -0.860
O -2.76432 -17.60376 -17.84368 0.643 -1.216 1.089
H -1.72301 -16.51508 -18.71825 2.255 2.084 0.563
O -9.58715 -16.92551 -17.04596 1.467 0.613 -0.068
C -10.73093 -17.60850 -16.95266 -2.715 -2.329 0.003
O -11.74354 -16.92496 -16.74801 -0.630 1.748 0.515
O -10.76087 -18.82766 -17.04627 1.589 -2.570 -0.658
H -10.11585 -16.16768 -16.78567 0.865 2.236 -0.013
O -5.84092 -19.25056 -21.62984 -1.564 -1.789 0.221
C -6.62339 -20.17213 -21.05856 1.293 1.514 -0.483
O -7.33197 -20.94804 -21.73953 -0.480 -0.500 -0.337
O -6.69360 -20.29882 -19.82854 -0.249 -0.311 0.106
H -5.41384 -18.93695 -20.82930 1.755 1.482 0.659
```
Positions in Å, forces in eV/Å.

Results
- <S²>: 0.76
- Total charge: +2
- E_LUMO (spin up / spin down): -3.8 / -9.0 eV
- Orbital gap (spin up / spin down): 8.633 / 3.366 eV
- Electronic energy: -3101.0446 hartree
- Spin multiplicity: 2
- Maximum force: 4.98 eV Å⁻¹